No. 1
DFT (ωB97M-V with the def2-TZVPD basis set) results for 9 unconnected molecules or ions with the total composition C36H45F27O18.

Results
SMILES string   CCOC(=O)C(F)(F)F.CCOC(=O)C(F)(F)F.CCOC(=O)C(F)(F)F.CCOC(=O)C(F)(F)F.CCOC(=O)C(F)(F)F.CCOC(=O)C(F)(F)F.CCOC(=O)C(F)(F)F.CCOC(=O)C(F)(F)F.CCOC(=O)C(F)(F)F
Energy relative to the best compared isomer or geometry (same formula, charge and spin)   106.7 kcal per mole
Total charge   0
Calculated total energy   -5449.48900 a.u.
HOMO-LUMO gap   0.4178 hartree
Lowest unoccupied orbital energy   0.497 eV

Each line ends with the Löwdin charge.
Element x y z (Å)
C  4.145  -9.297  -2.788  -0.056
C  2.785  -9.012  -2.179  -0.285
O  2.512  -7.696  -1.998  0.023
C  1.355  -7.295  -1.334  -0.280
O  0.474  -8.022  -0.895  0.155
C  1.241  -5.757  -1.250  -0.568
F  2.245  -5.140  -1.897  0.162
F  0.086  -5.319  -1.775  0.158
F  1.254  -5.433  0.010  0.199
H  4.546  -10.292  -2.596  0.080
H  4.954  -8.642  -2.464  0.080
H  4.053  -9.114  -3.859  0.076
H  2.740  -9.575  -1.246  0.127
H  2.014  -9.474  -2.796  0.132
C  2.836  -4.782  4.017  -0.057
C  1.399  -4.413  4.296  -0.204
O  1.275  -3.203  5.062  0.005
C  1.113  -1.975  4.459  -0.284
O  1.190  -1.726  3.256  0.133
C  0.814  -0.897  5.531  -0.593
F  0.916  -1.373  6.761  0.191
F  1.709  0.071  5.276  0.157
F  -0.355  -0.383  5.313  0.210
H  2.920  -5.783  3.594  0.081
H  3.491  -4.719  4.886  0.081
H  3.271  -4.065  3.320  0.080
H  0.843  -5.162  4.859  0.127
H  0.857  -4.253  3.364  0.105
C  -0.075  -1.983  0.323  -0.039
C  0.926  -0.832  0.212  -0.188
O  0.408  0.012  -0.801  0.015
C  1.196  0.921  -1.416  -0.351
O  2.390  0.925  -1.231  0.164
C  0.405  1.924  -2.243  -0.573
F  -0.900  1.632  -2.358  0.169
F  0.477  3.043  -1.557  0.175
F  0.962  2.106  -3.430  0.182
H  0.145  -2.667  1.142  0.056
H  0.075  -2.631  -0.540  0.060
H  -1.134  -1.748  0.438  0.046
H  1.940  -1.181  0.014  0.130
H  1.084  -0.309  1.155  0.106
C  1.543  11.008  -0.078  -0.074
C  1.687  10.008  -1.188  -0.197
O  1.832  8.659  -0.689  0.005
C  0.921  7.954  -0.005  -0.340
O  -0.035  8.481  0.534  0.138
C  1.102  6.385  0.003  -0.539
F  2.351  6.119  -0.325  0.191
F  0.754  5.999  1.235  0.162
F  0.250  5.793  -0.849  0.162
H  0.468  11.068  0.091  0.071
H  1.799  12.014  -0.410  0.083
H  2.001  10.660  0.848  0.091
H  2.564  10.207  -1.804  0.120
H  0.792  10.109  -1.802  0.129
C  -1.330  -2.307  -3.605  -0.045
C  -0.040  -3.073  -3.897  -0.206
O  0.756  -2.168  -4.597  0.028
C  2.063  -2.308  -4.629  -0.367
O  2.647  -3.241  -4.128  0.155
C  2.830  -1.157  -5.369  -0.451
F  2.988  -1.435  -6.690  0.147
F  2.131  -0.011  -5.264  0.149
F  4.082  -0.992  -4.797  0.127
H  -1.940  -2.261  -4.508  0.078
H  -1.220  -1.247  -3.373  0.071
H  -1.915  -2.634  -2.745  0.069
H  -0.218  -4.050  -4.345  0.141
H  0.451  -3.139  -2.926  0.098
C  -4.892  -2.475  -0.499  -0.022
C  -3.757  -2.092  0.500  -0.223
O  -4.271  -1.911  1.781  -0.007
C  -3.499  -1.435  2.824  -0.302
O  -2.357  -1.043  2.712  0.168
C  -4.199  -1.543  4.199  -0.480
F  -3.263  -1.925  5.107  0.144
F  -4.687  -0.317  4.647  0.122
F  -5.163  -2.446  4.184  0.180
H  -5.459  -1.590  -0.788  0.079
H  -5.557  -3.283  -0.194  0.057
H  -4.339  -2.729  -1.403  0.073
H  -3.217  -1.233  0.101  0.127
H  -3.128  -2.972  0.637  0.098
C  -6.638  -4.635  2.087  -0.061
C  -5.917  -5.758  1.368  -0.213
O  -4.686  -5.764  2.017  0.026
C  -3.558  -5.666  1.316  -0.322
O  -3.507  -5.545  0.090  0.123
C  -2.260  -5.644  2.235  -0.472
F  -2.560  -5.760  3.558  0.147
F  -1.418  -6.657  1.904  0.154
F  -1.694  -4.449  2.009  0.151
H  -7.014  -4.970  3.054  0.085
H  -7.491  -4.130  1.633  0.083
H  -6.051  -3.718  2.133  0.055
H  -5.878  -5.440  0.326  0.108
H  -6.386  -6.739  1.300  0.137
C  -1.789  4.751  5.481  -0.062
C  -0.585  5.425  4.870  -0.205
O  -0.111  4.524  3.841  0.022
C  0.918  3.696  4.031  -0.337
O  1.562  3.564  5.076  0.135
C  1.401  2.926  2.795  -0.535
F  1.361  1.596  3.068  0.144
F  0.738  3.221  1.674  0.158
F  2.657  3.214  2.485  0.180
H  -2.361  4.577  4.569  0.088
H  -2.302  5.456  6.135  0.080
H  -1.530  3.937  6.158  0.086
H  0.089  5.796  5.642  0.126
H  -0.892  6.351  4.384  0.125
C  1.199  5.311  -4.048  -0.045
C  1.970  6.650  -4.050  -0.190
O  2.236  7.165  -5.341  0.052
C  2.756  8.374  -5.369  -0.379
O  3.120  8.978  -4.364  0.136
C  2.695  9.025  -6.731  -0.553
F  1.928  8.382  -7.596  0.197
F  2.389  10.334  -6.644  0.161
F  3.981  9.060  -7.088  0.164
H  1.410  4.688  -4.917  0.081
H  0.122  5.473  -4.005  0.079
H  1.427  4.673  -3.195  0.051
H  2.970  6.417  -3.684  0.131
H  1.590  7.387  -3.342  0.118

---

No. 2
DFT (ωB97M-V with the def2-TZVPD basis set) results for a molecular structure, C22H36BO12RbS2Sn.

Results
Energy relative to the best compared isomer or geometry (same formula, charge and spin)   0.0 kcal per mole
Total charge   0
Calculated total energy   -2822.08303 a.u.
HOMO-LUMO gap   0.1184 hartree
Lowest unoccupied orbital energy   -4.032 eV

Each line ends with the Löwdin charge.
Element x y z (Å)
Rb  1.750  -0.686  -3.834  0.818
Sn  0.841  -4.909  -2.870  1.496
B  1.394  -7.215  -0.904  -0.460
H  0.335  -7.431  -1.390  -0.050
H  1.608  -7.985  -0.059  -0.006
H  2.206  -7.293  -1.765  -0.071
H  1.340  -6.077  -0.522  -0.064
C  0.494  -3.011  0.461  0.008
C  0.952  -2.741  1.771  -0.372
C  1.482  -1.380  2.059  -0.371
O  1.966  -1.003  3.144  0.029
C  1.535  -0.329  1.111  -0.019
C  1.052  -0.582  -0.184  -0.374
C  0.620  -2.103  -0.587  -0.355
O  0.240  -2.407  -1.770  -0.319
O  0.950  0.240  -1.143  -0.200
O  0.794  -3.570  2.659  0.098
H  0.075  -3.998  0.302  0.087
H  1.955  0.655  1.246  0.095
C  -0.241  2.470  3.454  -0.259
S  -1.163  3.304  2.142  0.819
O  -1.819  4.473  2.802  -0.548
C  0.367  3.967  1.386  -0.255
H  0.339  3.210  4.007  0.060
H  0.499  1.730  3.142  0.049
H  -0.985  2.016  4.106  0.034
H  0.987  4.476  2.122  0.057
H  0.105  4.693  0.616  0.030
H  0.870  3.115  0.927  0.035
C  -0.464  2.952  -3.283  -0.272
S  -0.892  4.690  -3.017  0.826
O  -0.013  5.216  -1.950  -0.546
C  -0.182  5.341  -4.580  -0.242
H  -0.979  2.543  -4.157  0.048
H  -0.593  2.309  -2.414  0.048
H  0.584  2.913  -3.596  0.040
H  -0.527  6.371  -4.507  0.043
H  -0.704  4.800  -5.366  0.047
H  0.902  5.298  -4.512  0.055
O  -4.785  1.123  0.998  0.127
C  -4.026  0.539  1.705  -0.463
O  -3.865  0.844  3.038  0.014
C  -2.885  -0.049  3.632  -0.154
C  -2.051  -0.466  2.463  -0.173
C  -3.106  -0.678  1.405  -0.068
H  -3.455  -0.954  3.880  0.127
H  -2.320  0.201  4.524  0.126
H  -1.463  -1.336  2.765  0.125
H  -1.358  0.312  2.145  0.092
H  -3.754  -1.551  1.486  0.107
H  -2.792  -0.494  0.378  0.123
O  -1.851  -6.112  0.849  0.171
C  -2.347  -5.221  0.245  -0.459
O  -1.852  -4.806  -0.967  -0.076
C  -2.673  -3.842  -1.610  -0.180
C  -3.957  -3.776  -0.775  -0.141
C  -3.570  -4.397  0.559  -0.056
H  -2.948  -4.070  -2.642  0.120
H  -2.150  -2.885  -1.637  0.106
H  -4.723  -4.373  -1.272  0.115
H  -4.364  -2.767  -0.722  0.113
H  -4.424  -4.917  0.986  0.132
H  -3.318  -3.622  1.287  0.113
O  6.050  3.508  1.552  0.133
C  5.496  3.336  0.507  -0.501
O  6.164  3.102  -0.633  0.020
C  5.265  2.872  -1.720  -0.162
C  4.068  3.678  -1.299  -0.146
C  4.011  3.324  0.197  -0.062
H  5.184  1.780  -1.686  0.128
H  5.654  3.179  -2.689  0.123
H  3.108  3.358  -1.713  0.108
H  4.157  4.746  -1.485  0.128
H  3.661  2.302  0.356  0.125
H  3.538  4.051  0.850  0.124

---

No. 3
DFT (ωB97M-V with the def2-TZVPD basis set) results for 2 unconnected molecules or ions with the total composition C3H9N2OS.

Results
Energy relative to the best compared isomer or geometry (same formula, charge and spin)   52.0 kcal per mole
Total charge   +1
Calculated total energy   -702.34159 a.u.
HOMO-LUMO gap   0.3380 hartree
Lowest unoccupied orbital energy   -3.340 eV

Each line ends with the Löwdin charge.
Element x y z (Å)
C  -1.181  0.353  1.062  -0.905
C  1.869  0.209  -1.044  -0.033
C  -2.398  0.266  0.250  -0.284
N  2.231  0.010  0.382  0.100
N  -2.421  -0.676  -0.702  0.072
O  -0.166  0.963  0.948  -0.006
S  -1.981  -0.659  2.168  0.860
H  0.905  -0.198  -1.111  0.063
H  1.871  1.210  -1.208  0.068
H  2.582  -0.201  -1.807  0.130
H  -3.229  0.846  0.584  0.118
H  2.447  -0.925  0.718  0.157
H  -3.400  -0.959  -0.895  0.136
H  1.359  0.434  0.894  0.115
H  -1.583  -1.365  -0.861  0.178
H  3.094  0.692  0.622  0.233

---

No. 4
DFT (ωB97M-V with the def2-TZVPD basis set) results for 2 unconnected molecules or ions with the total composition C3H5N3O2PS.

Results
Energy relative to the best compared isomer or geometry (same formula, charge and spin)   46.0 kcal per mole
Total charge   -1
Calculated total energy   -1171.62031 a.u.
HOMO-LUMO gap   0.2859 hartree
Lowest unoccupied orbital energy   3.392 eV

Each line ends with the Löwdin charge.
Element x y z (Å)
C  0.712  -1.465  0.709  -0.136
C  1.116  -0.316  0.057  -0.471
C  -2.684  0.854  -0.260  -0.415
N  1.746  -2.306  0.676  0.007
N  2.342  -0.434  -0.389  0.059
N  2.707  -1.678  0.078  -0.122
O  0.112  1.640  -1.697  -0.427
O  -1.836  0.433  0.680  -0.372
P  0.296  1.283  -0.261  0.252
S  0.865  2.555  1.055  0.166
H  -0.306  -1.518  1.100  0.100
H  -2.935  0.080  -0.975  0.039
H  -2.209  1.828  -0.820  0.081
H  -3.668  1.120  0.100  0.033
H  3.742  -2.078  -0.053  0.207